Entry 1:
# C15H21N3O3S2

The molecule C15H21N3O3S2 at a distorted geometry (wB97M-V/def2-TZVPD, the Open Molecules 2025 dataset).

Structure (XYZ):
```
44
Properties=species:S:1:pos:R:3:nbo_charge:R:1
C -3.1704 -1.0632 1.7075 -0.62
H -3.3072 -2.1277 1.5267 0.20
H -3.0911 -0.9042 2.7799 0.21
H -2.2391 -0.7490 1.2413 0.22
C -4.3550 -0.2656 1.1444 0.12
N -4.4931 -0.4954 -0.2873 -0.89
S -3.8252 0.3644 -1.5320 2.33
O -4.2817 1.7203 -1.4956 -0.94
O -4.1070 -0.4319 -2.6917 -0.95
C -2.0502 0.3496 -1.2720 -0.35
C -1.3783 1.5110 -0.9493 -0.17
C -0.0102 1.4885 -0.7426 -0.27
C 0.6877 0.2879 -0.8702 0.25
C -0.0043 -0.8788 -1.2188 -0.24
C -1.3684 -0.8454 -1.4187 -0.18
H -1.9143 -1.7309 -1.7029 0.24
H 0.5417 -1.8040 -1.3333 0.22
N 2.0574 0.1514 -0.6912 -0.60
C 3.0035 1.0230 -0.3119 0.28
S 2.8461 2.6055 0.1198 -0.20
N 4.2994 0.5140 -0.2676 -0.64
C 4.7372 -0.7544 -0.5389 0.70
O 3.9833 -1.6545 -0.8740 -0.61
C 6.1945 -0.9751 -0.4000 -0.33
C 7.0103 -0.2816 0.6652 -0.40
C 7.2010 0.0913 -0.7618 -0.40
H 8.0974 -0.2355 -1.2655 0.23
H 6.8381 1.0454 -1.1141 0.22
H 7.7744 -0.8676 1.1521 0.23
H 6.5119 0.4063 1.3318 0.22
H 6.4532 -2.0003 -0.6332 0.25
H 4.9763 1.2114 0.0159 0.43
H 2.4302 -0.7895 -0.8804 0.44
H 0.5101 2.3968 -0.4912 0.26
H -1.9372 2.4305 -0.8750 0.25
H -4.5730 -1.4654 -0.5443 0.41
C -5.6577 -0.7330 1.8056 -0.60
H -5.8245 -1.7903 1.6132 0.20
H -5.6134 -0.5776 2.8802 0.21
H -6.4953 -0.1724 1.4009 0.22
C -4.1518 1.2246 1.3986 -0.63
H -4.8933 1.7988 0.8521 0.24
H -4.2454 1.4329 2.4616 0.21
H -3.1667 1.5399 1.0666 0.21
```

Its structure (SMILES) is CC(C)(C)NS(=O)(=O)c1ccc(NC(=S)NC(=O)C2CC2)cc1. For the gap between HOMO and LUMO, the calculation gives 8.68 eV.



Entry 2:
# C22H17N4O7Ti

A structure of composition C22H17N4O7Ti at a distorted geometry (wB97M-V/def2-TZVPD, the Open Molecules 2025 dataset).

Structure (XYZ):
```
51
Properties=species:S:1:pos:R:3:nbo_charge:R:1
Ti -0.2640 -0.1280 0.2236 1.48
O 1.5236 1.6033 2.3679 -0.72
C 1.5180 0.9015 1.1858 0.28
N 1.4411 -0.4545 1.2245 -0.62
C 2.3227 -1.3245 0.5813 0.23
C 3.7028 -1.3798 0.7113 -0.28
C 4.4104 -2.3952 0.0715 -0.23
C 3.7514 -3.3602 -0.6722 -0.25
C 2.3679 -3.3050 -0.8340 -0.23
C 1.6762 -2.2566 -0.2475 0.11
N 0.2928 -2.0218 -0.2902 -0.66
C -0.6036 -3.0234 -0.1931 0.64
O -0.5178 -4.1848 -0.5808 -0.64
C -1.7562 -2.6208 0.7015 0.17
C -2.6877 -3.5507 1.1399 -0.22
C -3.6067 -3.1756 2.0999 -0.15
C -3.5688 -1.8795 2.6060 -0.26
C -2.6072 -1.0124 2.1349 0.10
N -1.7035 -1.3856 1.2281 -0.45
C 1.6615 1.5738 -0.0504 0.15
C 2.0972 2.8950 -0.2997 -0.28
C 2.1620 3.3269 -1.6014 -0.15
C 1.7541 2.5028 -2.6623 -0.33
C 1.2314 1.2671 -2.3429 0.12
N 1.1966 0.8255 -1.0938 -0.51
H 4.2104 -0.6508 1.3320 0.21
H 5.4885 -2.4366 0.1754 0.20
H 4.3150 -4.1555 -1.1453 0.20
H 1.8353 -4.0316 -1.4289 0.23
H -2.6611 -4.5420 0.7113 0.24
H -4.3449 -3.8810 2.4597 0.21
H -4.2737 -1.5486 3.3553 0.22
H -2.5350 0.0120 2.4759 0.23
H 2.3885 3.5238 0.5296 0.23
H 2.5321 4.3235 -1.8130 0.20
H 1.7909 2.8420 -3.6870 0.21
H 0.7900 0.6153 -3.0877 0.20
O -0.5421 3.4713 1.8737 -0.70
C -1.0629 2.8071 0.9742 0.80
O -1.1834 1.5388 0.9815 -0.75
C -1.5871 3.5639 -0.2561 -0.17
O -1.5114 2.8586 -1.4696 -0.52
C -2.6431 2.0823 -1.8116 -0.16
C -2.6478 0.6860 -1.1623 0.78
O -3.6486 0.2891 -0.5798 -0.67
O -1.5514 0.0309 -1.3287 -0.76
H 0.8200 2.2823 2.3486 0.51
H -0.9828 4.4632 -0.3703 0.20
H -2.6189 3.8720 -0.0381 0.18
H -2.5989 1.9462 -2.8950 0.19
H -3.5719 2.6006 -1.5518 0.17
```

For the gap between HOMO and LUMO (alpha / beta), the calculation gives 6.12 / 6.14 eV. Its total charge is -1.



Entry 3:
# C4H9NO3

A cluster of 2 separate species, C4H9NO3 in total (wB97M-V/def2-TZVPD, the Open Molecules 2025 dataset).

Structure (XYZ):
```
17
Properties=species:S:1:pos:R:3:nbo_charge:R:1
O 2.6407 1.3403 2.3989 -0.52
C 1.7773 0.7243 2.9597 0.42
C 0.5608 0.1483 2.2695 -0.33
N 0.5625 0.3039 0.8208 -0.83
H 1.8295 0.5500 4.0547 0.11
H 0.5007 -0.9098 2.5275 0.22
H -0.3234 0.6406 2.6915 0.22
H -0.8503 -0.1639 -0.1280 0.51
H 0.7478 1.2727 0.5794 0.38
H 1.3316 -0.2123 0.4104 0.39
O 0.3964 -0.9254 -1.9266 -0.62
C -0.7704 -0.6177 -1.9677 0.80
O -1.5028 -0.3696 -0.8680 -0.73
C -1.5703 -0.4696 -3.2313 -0.72
H -1.9616 0.5446 -3.2975 0.23
H -0.9434 -0.7108 -4.0873 0.23
H -2.4251 -1.1455 -3.2059 0.24
```

Its structure (SMILES) is CC(=O)O.NCC=O. For the gap between HOMO and LUMO, the calculation gives 10.64 eV.



These records have energy relative to the best compared isomer or geometry (same formula, charge and spin) values of 1.218 0.439 0.742 eV, in the order they appear.
These records have energy values of -1770.5550 -2443.9855 -438.3018 a.u., in the order they appear.